Record 1
This record from the Open Molecules 2025 dataset describes a cluster of 10 separate species, C18H53N3O21S4 in total at a distorted geometry. The level of theory is ωB97M-V with the def2-TZVPD basis set.

The geometry in XYZ format:
```
99
Properties=species:S:1:pos:R:3:mulliken_charge:R:1
C 0.1326 5.2104 3.1072 -1.514
C -0.1243 3.7284 3.1552 0.730
O 0.3106 3.2162 4.4104 -0.376
S 0.0616 1.6276 4.7654 1.131
C 1.0269 0.8121 3.3865 -0.586
O 0.6855 1.4026 6.0389 -0.626
O -1.3298 1.4155 4.5373 -0.569
H 1.1867 5.4819 3.1900 0.372
H -0.3891 5.7596 3.8936 0.370
H -0.1809 5.7047 2.1850 0.375
H -1.1825 3.4983 2.9957 -0.131
H 0.4422 3.1920 2.3890 0.147
H 0.5804 1.1640 2.4630 -0.234
H 1.0540 -0.2532 3.5864 0.432
H 2.0081 1.2689 3.5088 0.453
C -2.2180 0.8640 1.4048 1.192
C -3.6238 1.3025 1.7095 -1.302
O -4.4477 1.5473 0.5014 -0.112
S -6.0333 1.5958 0.8667 1.180
C -6.1317 3.2247 1.6815 -1.003
O -6.6626 1.6465 -0.4318 -0.667
O -6.3465 0.5693 1.8204 -0.574
H -1.6821 0.5185 2.2816 0.074
H -1.6494 1.6596 0.9229 -0.667
H -2.3574 0.0457 0.7089 -0.237
H -4.1337 0.6268 2.3892 0.642
H -3.6378 2.2888 2.1865 0.398
H -5.5071 3.9469 1.1632 0.298
H -5.7983 3.1367 2.7122 0.340
H -7.1843 3.4933 1.6326 0.418
C 7.5290 0.0341 0.1850 -1.245
C 6.4003 0.5762 -0.6764 0.157
O 6.4818 -0.0852 -1.9592 -0.366
S 5.2594 0.0315 -3.0356 1.202
C 6.0779 1.3019 -4.0470 -1.063
O 5.2802 -1.2340 -3.6926 -0.664
O 4.1047 0.5823 -2.3389 -0.470
H 8.4462 0.4726 -0.2173 0.317
H 7.5711 -1.0455 0.0666 0.303
H 7.4915 0.3550 1.2225 0.381
H 5.4187 0.3091 -0.2793 0.049
H 6.4420 1.6468 -0.8881 0.315
H 7.1067 0.9652 -3.9782 0.452
H 5.8694 2.2689 -3.6017 0.273
H 5.6643 1.2166 -5.0486 0.393
C -5.1389 -2.4162 1.9127 -1.219
C -4.6717 -2.5574 0.4459 -0.472
O -3.2891 -2.1941 0.3057 -0.066
S -2.6267 -2.4560 -1.1373 1.025
C -3.2208 -0.9711 -2.0043 -0.686
O -1.2216 -2.4303 -0.8195 -0.542
O -3.2978 -3.5553 -1.7718 -0.696
H -4.5927 -1.7135 2.5309 0.187
H -5.1842 -3.3999 2.3753 0.396
H -6.1760 -2.1256 1.7412 0.384
H -4.7887 -3.6026 0.1528 0.436
H -5.3041 -2.0343 -0.2767 0.454
H -3.5822 -1.3391 -2.9608 0.521
H -2.3254 -0.3961 -2.2516 0.060
H -3.9050 -0.3833 -1.4020 0.126
C -2.1065 3.0269 -1.6139 -0.857
N -0.7792 2.7443 -0.9888 0.871
O -0.1540 1.7702 -1.3403 -0.422
O -0.4621 3.4884 -0.0837 -0.522
H -2.7563 3.1927 -0.7590 0.230
H -2.4788 2.2533 -2.2741 0.246
H -1.9901 3.9628 -2.1565 0.404
C 0.9432 -5.0122 -0.0668 -0.418
N 1.7047 -5.6629 1.0399 0.966
O 2.4194 -6.5916 0.7336 -0.579
O 1.6218 -5.2249 2.1671 -0.550
H 1.3754 -5.3930 -0.9827 0.378
H 0.9529 -3.9412 0.0994 -0.043
H -0.0620 -5.4182 0.0484 0.260
C 1.6583 1.4312 -4.3676 -0.456
N 2.0040 2.8569 -4.0257 0.995
O 1.0718 3.6327 -4.1383 -0.594
O 3.1172 3.2110 -3.7306 -0.545
H 2.0074 1.2564 -5.3816 0.322
H 0.5753 1.4590 -4.4055 0.326
H 2.0485 0.8371 -3.5474 -0.079
C -1.0124 -3.0989 2.6420 -0.153
O -0.5211 -3.1294 3.9643 -0.539
H -2.0090 -2.6711 2.5350 0.075
H -0.3572 -2.5192 1.9828 0.036
H -1.0175 -4.0798 2.1564 0.266
H -0.1219 -3.9890 4.1157 0.309
C 1.4685 -0.5916 -0.5101 -0.245
O 0.4482 -0.6520 0.4625 0.202
H 1.7020 -1.5918 -0.9027 -0.017
H 1.2971 0.0752 -1.3593 0.147
H 2.4369 -0.3195 -0.0827 0.197
H -0.2865 -1.0669 -0.0345 -0.165
C 2.5587 -2.9838 -3.7980 -0.248
O 1.5640 -3.9678 -3.5990 -0.466
H 3.5801 -3.3321 -3.6103 0.346
H 2.5390 -2.5237 -4.7898 0.314
H 2.4770 -2.1998 -3.0415 -0.171
H 1.8562 -4.7539 -4.0701 0.282
```

Properties
Total charge   0
Kohn-Sham gap   9.62 eV
Structure (SMILES)   CCOS(C)(=O)=O.CCOS(C)(=O)=O.CCOS(C)(=O)=O.CCOS(C)(=O)=O.C[N+](=O)[O-].C[N+](=O)[O-].C[N+](=O)[O-].CO.CO.CO

Record 2
This record from the Open Molecules 2025 dataset describes a cluster of 10 separate species, C18H54ClO13 in total at a distorted geometry. The level of theory is ωB97M-V with the def2-TZVPD basis set.

The geometry in XYZ format:
```
86
Properties=species:S:1:pos:R:3:mulliken_charge:R:1
Cl -0.5931 0.3776 -0.4471 0.974
O -0.6720 -0.2192 0.9136 -0.734
O -0.5955 1.8285 -0.3402 -0.558
O 0.6508 -0.0385 -0.9893 -0.268
O -1.6981 -0.1042 -1.1966 -0.443
C 0.3448 1.1367 -4.7080 -0.356
C -0.4338 2.1150 -3.8901 -0.072
O 0.5039 2.7893 -3.0172 -0.571
H 0.9224 0.4155 -4.0992 -0.310
H 1.0062 1.6058 -5.4490 0.369
H -0.3257 0.5702 -5.3775 0.262
H -1.3533 1.7463 -3.4439 0.007
H -0.8700 2.8922 -4.5701 0.346
H 0.3909 2.5295 -2.0724 0.318
C 0.1213 -4.8378 -0.9439 -1.429
C -0.0111 -3.4086 -0.4927 0.855
O 1.2491 -2.8189 -0.6659 -0.457
H 0.3227 -4.8877 -1.9974 0.319
H -0.8321 -5.3819 -0.6597 0.347
H 0.9528 -5.2177 -0.3765 0.351
H -0.4129 -3.3414 0.5449 -0.112
H -0.8079 -2.8604 -1.0535 -0.159
H 1.1903 -1.9084 -0.3701 0.244
C -1.3889 -0.9094 5.0788 -0.801
C -1.4739 -2.2284 4.3479 0.322
O -2.8395 -2.6168 4.3933 -0.593
H -0.4709 -0.3290 4.8242 0.133
H -1.4645 -0.9663 6.1837 0.355
H -2.2246 -0.2565 4.7803 0.184
H -0.8971 -3.0084 4.8277 0.321
H -1.0518 -2.1983 3.3308 -0.249
H -3.2929 -2.4406 3.6103 0.318
C -1.2836 -2.5328 -4.0954 -0.371
C -2.7170 -2.1298 -3.7807 -0.366
O -2.9519 -0.7225 -4.0041 -0.559
H -1.1771 -3.6506 -4.1741 0.314
H -0.6309 -2.1651 -3.2543 -0.195
H -0.8483 -2.1258 -5.0151 0.316
H -2.9709 -2.4570 -2.7673 0.197
H -3.3437 -2.6933 -4.4471 0.397
H -2.9002 -0.3793 -3.0875 0.291
C -2.8559 4.4897 0.6889 -0.756
C -1.9014 5.0073 1.7603 -0.131
O -1.9453 4.2680 2.9571 -0.526
H -2.6130 3.4832 0.4796 0.008
H -2.8127 4.9665 -0.2727 0.374
H -3.9568 4.5834 0.9687 0.266
H -2.0324 6.0882 2.0133 0.327
H -0.8710 4.8582 1.3601 0.147
H -1.3565 3.4692 2.8347 0.368
C 5.5323 -2.2041 1.1395 -1.098
C 5.6564 -0.7074 0.9891 -0.009
O 6.4017 -0.4668 -0.1753 -0.580
H 5.0908 -2.6141 0.2050 0.218
H 5.0302 -2.5121 2.0277 0.367
H 6.5570 -2.6218 1.1144 0.299
H 6.1560 -0.2434 1.8790 0.270
H 4.6992 -0.1802 0.9309 0.186
H 6.0400 0.3436 -0.5416 0.346
C 1.4523 3.5416 3.3478 -1.198
C 0.9995 2.2309 2.6318 0.205
O -0.3148 1.9654 3.0715 -0.631
H 1.7022 3.2049 4.3753 0.293
H 0.6812 4.2655 3.2612 0.326
H 2.3228 3.9799 2.8196 0.346
H 1.6658 1.3897 2.7681 0.427
H 0.9642 2.3529 1.5334 -0.102
H -0.7000 1.3135 2.4659 0.272
C -5.3652 -0.5623 2.3422 -1.443
C -4.1852 -0.0615 1.5571 0.327
O -3.2355 -1.0963 1.6767 -0.425
H -5.1751 -0.9637 3.3104 0.352
H -5.7984 -1.3118 1.6825 0.314
H -6.0411 0.3204 2.4882 0.353
H -3.8041 0.8372 2.0957 0.132
H -4.4968 0.0871 0.5292 0.221
H -2.3911 -0.7414 1.3261 0.217
C 3.4779 -0.7505 -2.9829 -0.322
C 3.9695 0.6824 -2.9009 0.027
O 5.3811 0.8872 -2.6727 -0.642
H 2.4092 -0.6819 -3.0543 -0.272
H 3.6862 -1.3420 -2.1002 0.084
H 3.8561 -1.2610 -3.8490 0.419
H 3.4744 1.1983 -2.0320 0.141
H 3.7271 1.2420 -3.7801 0.237
H 5.7976 0.0940 -2.3186 0.329
```

Properties
Total charge   -1
Kohn-Sham gap   10.18 eV